1.
Entry from the Open Molecules 2025 dataset: 2 unconnected molecules or ions with the total composition C3H8NO3 (ωB97M-V/def2-TZVPD).

Results
Frontier orbital gap ... 8.845 eV
Lowest unoccupied orbital energy ... 4.31 eV
ΔE to the lowest compared entry with this formula, charge and spin ... 0.1273 eV
Calculated total energy ... -399.673148 Eh

The geometry in ORCA input format:
```
! RIJCOSX wB97M-V def2-TZVPD def2/J DEFGRID3
* xyz -1 1
N -0.469 2.232 -2.027
C -0.275 1.090 -1.219
O -1.260 0.350 -1.040
O 0.897 0.976 -0.755
H 0.355 2.652 -2.417
H -1.267 2.231 -2.636
C 0.301 -0.922 1.828
O 1.387 -1.144 0.933
C -0.721 -2.041 1.645
H 0.690 -0.892 2.850
H -0.141 0.050 1.630
H 1.313 -0.451 0.201
H -0.176 -2.981 1.782
H -1.535 -1.964 2.374
H -1.112 -2.026 0.632
*
```



2.
Entry from the Open Molecules 2025 dataset: 2 unconnected molecules or ions with the total composition C3H8NO3 (ωB97M-V/def2-TZVPD).

Results
Frontier orbital gap ... 8.030 eV
Lowest unoccupied orbital energy ... 3.86 eV
ΔE to the lowest compared entry with this formula, charge and spin ... 1.8685 eV
Calculated total energy ... -399.609161 Eh

The geometry in ORCA input format:
```
! RIJCOSX wB97M-V def2-TZVPD def2/J DEFGRID3
* xyz -1 1
O 2.021 0.508 -0.530
C 2.418 -0.098 0.493
O 1.775 -0.438 1.516
H 3.525 -0.336 0.374
C -0.963 1.292 0.689
N -1.529 0.035 0.088
C -0.497 -0.692 -0.638
O -1.210 -1.596 -1.548
H -0.042 1.019 1.171
H -1.642 1.785 1.403
H -0.782 2.068 -0.050
H -2.302 0.273 -0.520
H 0.109 -0.089 -1.222
H 0.171 -1.221 0.034
H -1.052 -2.509 -1.260
*
```



3.
Entry from the Open Molecules 2025 dataset: 2 unconnected molecules or ions with the total composition C3H8NO3 (ωB97M-V/def2-TZVPD).

Results
Frontier orbital gap ... 8.598 eV
Lowest unoccupied orbital energy ... 4.20 eV
ΔE to the lowest compared entry with this formula, charge and spin ... 0.4340 eV
Calculated total energy ... -399.661879 Eh

The geometry in ORCA input format:
```
! RIJCOSX wB97M-V def2-TZVPD def2/J DEFGRID3
* xyz -1 1
C -1.629 -0.253 -0.203
C -0.533 -1.172 -0.728
C 0.863 -0.861 -0.121
O 1.840 -1.170 -0.812
O 0.842 -0.329 1.022
N -1.491 1.148 -0.584
H -2.589 -0.580 -0.623
H -1.650 -0.335 0.880
H -0.774 -2.207 -0.494
H -0.447 -1.047 -1.819
H -1.499 1.258 -1.597
H -0.710 1.645 -0.194
H 1.971 1.378 1.290
H 3.155 0.860 2.056
O 2.651 1.666 1.927
*
```



4.
Entry from the Open Molecules 2025 dataset: a molecular structure, C3H8NO3 (ωB97M-V/def2-TZVPD).

Results
Frontier orbital gap ... 10.100 eV
Lowest unoccupied orbital energy ... -3.24 eV
ΔE to the lowest compared entry with this formula, charge and spin ... 3.9827 eV
Calculated total energy ... -399.204889 Eh

The geometry in ORCA input format:
```
! RIJCOSX wB97M-V def2-TZVPD def2/J DEFGRID3
* xyz 1 1
C -0.586 -0.637 2.181
C -0.616 -1.434 1.162
C -0.338 0.500 -0.779
N 0.750 0.984 0.166
O -0.531 -2.130 0.238
O 0.718 -0.626 -1.715
O -0.524 1.531 -1.613
H -0.023 -0.932 3.049
H -1.358 0.095 2.336
H 1.678 0.694 -0.163
H 0.728 2.010 0.207
H 0.529 0.535 1.097
H 0.394 -1.494 -1.398
H 0.529 -0.542 -2.664
H -1.349 1.446 -2.104
*
```



5.
Entry from the Open Molecules 2025 dataset: a molecular structure, C3H8NOS (ωB97M-V/def2-TZVPD).

Results
Frontier orbital gap (alpha / beta) ... 7.450 / 8.296 eV
Lowest unoccupied orbital energy (alpha / beta) ... -4.95 / -4.45 eV
ΔE to the lowest compared entry with this formula, charge and spin ... 5.2852 eV
Calculated total energy ... -646.830222 Eh

The geometry in ORCA input format:
```
! RIJCOSX wB97M-V def2-TZVPD def2/J DEFGRID3
* xyz 1 1
C 1.518 0.145 -0.734
C 1.155 -1.313 -0.870
C -0.697 -0.561 0.225
N 0.246 0.680 0.000
O 0.015 -1.525 -0.419
S -2.317 -0.457 -0.082
H 2.389 0.246 -0.162
H 1.501 0.685 -1.687
H 1.590 -2.178 -1.123
H -1.313 1.000 2.074
H -1.581 1.324 1.375
H 0.569 1.130 0.844
H -0.342 1.234 -0.608
H -2.733 -0.410 1.166
*
```



6.
Entry from the Open Molecules 2025 dataset: a gas-phase ion, C3H8NOS (charge +1) (ωB97M-V/def2-TZVPD).

Results
Frontier orbital gap ... 8.872 eV
Lowest unoccupied orbital energy ... -5.07 eV
ΔE to the lowest compared entry with this formula, charge and spin ... 1.5569 eV
SMILES ... CS[C@H]([NH3+])C=O
Calculated total energy ... -646.967236 Eh

The geometry in ORCA input format:
```
! RIJCOSX wB97M-V def2-TZVPD def2/J DEFGRID3
* xyz 1 1
C 1.751 -1.483 -0.104
S -0.009 -1.498 -0.155
C -0.234 0.604 0.010
N -1.349 0.594 1.087
C -0.747 1.122 -1.270
O -1.935 1.114 -1.429
H 2.129 -0.966 -0.954
H 2.124 -2.557 -0.043
H 2.167 -0.924 0.683
H 0.609 1.028 0.420
H -1.314 1.401 1.658
H -2.234 0.470 0.448
H -0.979 -0.206 1.658
H 0.020 1.300 -2.008
*
```



- What is the formula in the second record?
  C3H8NO3



Repeat the second record exactly.
Entry from the Open Molecules 2025 dataset: 2 unconnected molecules or ions with the total composition C3H8NO3 (ωB97M-V/def2-TZVPD).

Results
Frontier orbital gap ... 8.030 eV
Lowest unoccupied orbital energy ... 3.86 eV
ΔE to the lowest compared entry with this formula, charge and spin ... 1.8685 eV
Calculated total energy ... -399.609161 Eh

The geometry in ORCA input format:
```
! RIJCOSX wB97M-V def2-TZVPD def2/J DEFGRID3
* xyz -1 1
O 2.021 0.508 -0.530
C 2.418 -0.098 0.493
O 1.775 -0.438 1.516
H 3.525 -0.336 0.374
C -0.963 1.292 0.689
N -1.529 0.035 0.088
C -0.497 -0.692 -0.638
O -1.210 -1.596 -1.548
H -0.042 1.019 1.171
H -1.642 1.785 1.403
H -0.782 2.068 -0.050
H -2.302 0.273 -0.520
H 0.109 -0.089 -1.222
H 0.171 -1.221 0.034
H -1.052 -2.509 -1.260
*
```